The following is a DFT calculation (ωB97M-V/def2-TZVPD) of a cluster of 6 separate species, C32H79BFN4O11 in total at a distorted geometry.

XYZ file:
```
128
Properties=species:S:1:pos:R:3:forces:R:3
C -3.739 1.084 4.182 0.41 -0.04 -0.20
C -2.393 0.714 3.514 -0.60 0.11 0.47
C -1.666 1.887 2.846 0.57 -0.33 -0.28
C -0.199 2.045 3.276 -0.48 -0.39 0.43
C 0.007 2.908 4.528 0.60 0.22 -0.31
C 1.146 2.383 5.405 -0.60 -0.23 0.03
C 0.764 1.028 6.053 0.51 0.52 0.01
C 1.872 -0.029 5.942 -0.22 0.14 0.63
N 1.361 -1.287 5.378 -0.14 -0.16 -0.52
B 0.123 -1.901 6.040 -0.35 -0.39 0.43
N -1.111 -2.188 5.381 0.64 0.62 -0.45
O 0.279 -2.118 7.377 0.66 0.71 -0.39
C 1.960 -1.908 4.404 0.39 0.18 -0.12
N 3.126 -1.447 3.853 0.12 -1.04 0.98
N 1.377 -3.066 3.872 0.00 0.44 -0.57
C 0.647 -2.726 2.610 0.07 0.00 -0.13
C 0.046 -3.958 1.951 -0.13 -0.21 0.70
C -0.854 -4.763 2.858 -0.04 0.32 0.14
F -0.694 -3.474 0.890 0.10 -0.04 -0.23
H -3.635 1.150 5.262 -0.05 0.02 0.11
H -4.072 2.055 3.828 -0.21 0.04 -0.08
H -4.498 0.344 3.952 -0.18 -0.01 0.08
H -2.585 -0.077 2.790 0.13 -0.04 -0.18
H -1.773 0.271 4.295 0.23 0.03 0.00
H -2.208 2.811 3.028 -0.03 0.16 -0.10
H -1.650 1.699 1.774 -0.29 0.22 -0.15
H 0.395 2.403 2.440 0.16 0.19 0.02
H 0.167 1.036 3.504 0.15 -0.12 -0.19
H -0.911 3.009 5.106 -0.11 -0.07 0.07
H 0.299 3.904 4.196 -0.25 0.21 0.10
H 2.018 2.273 4.761 0.19 -0.02 0.06
H 1.380 3.093 6.194 0.15 0.17 -0.05
H -0.159 0.690 5.587 -0.07 -0.26 0.00
H 0.560 1.207 7.105 -0.19 -0.08 0.09
H 2.690 0.378 5.361 0.02 -0.13 -0.32
H 2.268 -0.258 6.930 0.04 -0.12 0.04
H -1.294 -1.616 4.567 -0.08 -0.17 -0.15
H -1.238 -3.159 5.133 -0.41 -0.13 0.42
H -0.426 -1.669 7.850 -0.45 -0.57 0.39
H 3.628 -2.188 3.380 -0.10 0.14 -0.47
H 3.768 -1.039 4.522 -0.11 0.50 -0.12
H 2.118 -3.708 3.608 0.04 -0.14 0.13
H 1.324 -2.257 1.894 0.04 0.09 -0.07
H -0.141 -2.007 2.815 -0.11 -0.01 0.18
H 0.848 -4.600 1.580 0.02 0.02 -0.32
H -0.313 -5.070 3.750 0.09 -0.19 0.01
H -1.241 -5.636 2.345 -0.01 -0.11 -0.06
H -1.694 -4.147 3.180 -0.14 0.02 -0.08
C -0.152 -2.754 -1.975 0.00 0.08 -0.08
O 0.020 -2.561 -3.361 -0.02 -0.04 0.07
C 0.408 -3.744 -4.050 0.05 0.20 -0.14
C -0.760 -4.382 -4.763 -0.01 -0.26 0.03
O -1.727 -4.874 -3.847 -0.01 0.12 0.05
C -2.860 -4.035 -3.719 0.00 -0.05 0.00
H -0.631 -1.859 -1.578 0.07 -0.04 -0.02
H -0.786 -3.617 -1.758 0.02 -0.02 0.01
H 0.818 -2.883 -1.477 -0.02 -0.06 0.03
H 0.866 -4.459 -3.361 0.00 -0.02 0.01
H 1.162 -3.460 -4.789 0.02 -0.04 0.01
H -0.393 -5.234 -5.343 0.01 0.02 -0.02
H -1.215 -3.669 -5.457 0.00 0.04 0.01
H -3.486 -4.088 -4.615 0.00 0.06 0.00
H -2.574 -2.995 -3.541 0.00 0.02 -0.02
H -3.438 -4.393 -2.868 0.00 -0.04 -0.01
C 3.322 -4.696 -6.924 -0.04 0.01 0.04
O 3.252 -5.536 -5.785 0.05 0.07 -0.05
C 3.966 -6.754 -5.943 -0.19 -0.01 0.17
C 5.299 -6.719 -5.233 0.17 -0.07 -0.14
O 6.185 -5.782 -5.822 -0.07 0.07 0.02
C 6.286 -4.568 -5.104 0.03 -0.02 -0.02
H 2.922 -3.724 -6.640 -0.03 -0.01 0.02
H 4.351 -4.567 -7.267 0.00 -0.01 -0.02
H 2.716 -5.100 -7.741 0.04 0.00 -0.03
H 4.108 -6.981 -7.003 0.03 0.01 -0.02
H 3.354 -7.550 -5.506 0.02 -0.02 -0.02
H 5.767 -7.705 -5.312 -0.02 -0.01 0.02
H 5.154 -6.497 -4.171 -0.03 0.01 0.01
H 6.847 -4.714 -4.174 -0.03 0.02 0.03
H 5.302 -4.153 -4.871 0.00 0.00 0.02
H 6.828 -3.861 -5.731 0.03 -0.02 -0.01
C -3.072 -0.183 -0.916 0.03 0.04 0.09
O -2.884 1.216 -1.010 -0.01 -0.11 -0.02
C -2.197 1.601 -2.196 0.03 0.19 0.17
C -3.141 2.136 -3.246 0.07 -0.08 -0.27
O -4.011 1.125 -3.730 -0.03 -0.03 0.11
C -5.319 1.194 -3.191 0.01 0.00 -0.06
H -3.763 -0.373 -0.095 0.01 0.05 0.02
H -3.494 -0.597 -1.834 0.03 -0.03 -0.02
H -2.119 -0.682 -0.698 -0.09 -0.03 -0.02
H -1.626 0.759 -2.598 -0.01 -0.03 -0.03
H -1.491 2.390 -1.921 0.01 -0.01 -0.03
H -2.553 2.494 -4.097 0.01 0.05 0.03
H -3.711 2.982 -2.851 -0.02 -0.01 0.04
H -5.863 2.048 -3.607 -0.02 0.02 0.05
H -5.302 1.274 -2.101 0.00 0.02 0.01
H -5.837 0.279 -3.471 0.01 0.00 -0.04
C -1.780 1.309 -6.930 -0.02 0.00 0.11
O -1.609 2.712 -7.020 -0.05 -0.07 -0.03
C -0.911 3.124 -8.185 0.00 0.14 0.18
C -1.852 3.653 -9.243 0.04 -0.09 -0.21
O -2.698 2.635 -9.750 -0.03 -0.02 0.10
C -4.009 2.671 -9.217 0.01 -0.01 -0.04
H -2.485 1.115 -6.122 0.01 0.01 0.02
H -2.182 0.887 -7.854 0.03 0.02 -0.03
H -0.828 0.821 -6.693 -0.01 -0.05 -0.05
H -0.318 2.298 -8.589 -0.01 -0.02 -0.02
H -0.224 3.923 -7.890 0.01 -0.01 -0.03
H -1.261 4.035 -10.081 0.00 0.03 0.02
H -2.443 4.481 -8.841 -0.01 0.01 0.03
H -4.567 3.522 -9.622 -0.01 0.01 0.05
H -4.000 2.731 -8.126 0.00 0.01 0.01
H -4.509 1.752 -9.517 0.01 0.00 -0.04
C 2.683 8.481 9.002 0.02 0.04 -0.02
O 2.987 8.525 7.619 -0.09 -0.07 0.05
C 3.592 7.342 7.131 0.05 0.23 -0.12
C 2.602 6.480 6.380 0.07 -0.28 0.11
O 1.598 5.960 7.241 -0.08 0.07 -0.10
C 0.370 6.662 7.141 -0.02 -0.06 0.06
H 2.061 9.344 9.226 0.02 0.03 -0.02
H 2.137 7.572 9.266 0.01 -0.01 0.01
H 3.598 8.543 9.600 -0.01 -0.04 0.03
H 4.046 6.773 7.947 -0.02 -0.03 0.01
H 4.389 7.642 6.442 0.02 -0.04 0.01
H 3.135 5.625 5.948 0.02 0.03 -0.03
H 2.153 7.048 5.560 -0.01 0.04 0.01
H -0.134 6.429 6.196 0.00 0.05 -0.01
H 0.517 7.741 7.215 0.00 0.01 -0.01
H -0.263 6.335 7.965 0.01 -0.03 0.00
```
Positions in Å, forces in eV/Å.

Summary:
Max |F| ... 1.43 eV/Å
Net charge ... +1
HOMO-LUMO gap ... 7.21 eV
LUMO level ... -3.0518 eV